Record 1
C37H48BIN8O2S3Ta as an isolated structure, computed with ωB97M-V/def2-TZVPD.

Geometry as XYZ:
```
101
Properties=species:S:1:pos:R:3:forces:R:3
Ta 0.16365 1.30407 0.30089 1.3 -0.3 -0.2
O -0.84118 0.96785 1.86106 -0.9 -0.1 1.6
C -0.79191 0.86037 3.19914 -0.2 0.1 -0.7
C -1.95987 0.96663 3.94188 -0.2 0.1 0.1
C -1.92291 0.83531 5.31893 0.0 0.0 -0.1
C -0.71911 0.59884 5.98200 0.0 0.0 0.0
C 0.43693 0.50643 5.23793 0.1 0.0 0.2
C 0.41487 0.63221 3.84580 0.5 -0.1 -0.1
C 1.67073 0.51673 3.13068 -0.1 -0.1 0.3
N 1.86410 0.51898 1.87009 -0.5 0.4 -0.4
C 3.26033 0.36987 1.44498 0.0 -0.1 0.0
C 3.46304 1.08503 0.11630 0.0 0.1 0.1
N 2.43769 2.11588 0.05895 -0.6 -0.2 -0.2
C 2.81864 3.33447 0.12499 0.1 0.2 0.0
C 1.97631 4.47082 0.40545 0.4 -0.1 -0.1
C 2.45768 5.76845 0.19361 0.1 0.0 -0.1
C 1.69737 6.86372 0.53436 -0.1 0.0 0.0
C 0.44954 6.65787 1.13140 0.0 0.0 0.0
C -0.02046 5.38292 1.38038 -0.2 0.1 0.1
C 0.73884 4.27866 1.01167 -0.3 -0.4 0.1
O 0.27516 3.05036 1.27865 -0.1 -0.4 -0.3
H -2.88748 1.16170 3.42291 0.0 0.0 0.1
H -2.84334 0.92123 5.88325 0.0 0.0 0.0
H -0.69045 0.50022 7.05945 0.0 0.0 -0.1
H 1.38798 0.32506 5.72985 -0.1 0.0 0.0
H 2.54569 0.40882 3.77604 0.0 -0.1 0.0
H 3.49912 -0.69038 1.33550 0.0 0.0 0.0
H 3.91973 0.78617 2.20836 0.0 0.0 0.0
H 3.33824 0.39773 -0.70729 0.1 0.0 -0.1
H 4.46654 1.50548 0.05554 0.0 0.1 0.0
H 3.88582 3.54192 0.01448 0.0 0.0 0.0
H 3.43641 5.89724 -0.26039 -0.1 0.0 0.1
H 2.06386 7.86713 0.35671 0.0 -0.1 0.0
H -0.16048 7.50984 1.40667 0.0 0.0 0.0
H -0.98484 5.21287 1.84375 0.1 0.0 0.0
C 2.22791 2.06198 -4.04394 0.0 0.0 0.0
C 1.70488 0.82837 -4.77424 -0.1 0.0 0.1
C 2.72829 -0.30745 -4.73811 0.0 -0.1 0.1
C 1.44566 1.20747 -6.22997 -0.1 0.0 0.0
N 0.41411 0.31599 -4.16599 0.2 0.0 -0.2
C -0.74651 0.09644 -4.89701 0.3 0.2 0.1
C -1.56272 -0.65758 -4.14092 0.0 -0.1 0.2
N -0.91820 -0.92275 -2.94914 0.0 -0.3 -0.1
B -1.38384 -2.14315 -2.08185 -0.1 0.1 0.2
N -2.52911 -1.84349 -1.07250 0.0 0.0 -0.3
C -3.33577 -2.88578 -0.66213 0.2 0.1 -0.1
C -4.25791 -2.38482 0.17300 -0.1 0.2 0.1
N -4.02218 -1.01918 0.27778 -0.3 0.0 0.2
C -2.94151 -0.70896 -0.47835 0.0 -0.4 0.3
S -2.23318 0.84797 -0.78222 0.6 0.1 -0.3
C -4.95485 -0.17490 1.11050 0.1 -0.1 -0.1
C -4.88666 -0.70715 2.54422 0.0 0.0 0.0
C -6.36236 -0.33456 0.53416 0.0 0.0 0.0
C -4.59965 1.30563 1.09650 0.0 0.1 0.0
N -0.20801 -2.85857 -1.37646 -0.1 0.0 -0.3
C 0.49861 -3.85231 -2.02999 -0.2 0.2 0.0
C 1.42159 -4.32241 -1.17988 0.1 0.1 0.3
N 1.28800 -3.61090 0.01045 0.2 -0.3 0.2
C 0.28044 -2.70531 -0.12960 0.3 -0.2 -0.2
S -0.28000 -1.52116 0.97932 0.0 0.2 -0.1
C 2.14446 -3.98957 1.18964 -0.1 0.1 -0.1
C 3.60808 -3.83477 0.76441 0.0 0.0 0.0
C 1.82742 -5.44377 1.55266 0.0 0.0 -0.1
C 1.89971 -3.12629 2.41976 0.0 0.0 0.1
C 0.26796 -0.29487 -2.96115 -0.3 0.2 0.0
S 1.36167 -0.21024 -1.61447 -0.3 0.2 -0.2
H 3.19495 2.32697 -4.48025 -0.1 0.0 0.0
H 2.35935 1.87893 -2.97781 0.0 0.0 -0.1
H 1.54727 2.90423 -4.16787 0.1 0.0 0.0
H 3.61493 -0.01310 -5.30364 -0.1 0.0 0.0
H 2.31119 -1.20894 -5.19447 0.0 0.0 0.0
H 3.03210 -0.53875 -3.71627 0.0 0.0 -0.1
H 2.37596 1.59814 -6.64134 0.0 0.0 0.0
H 0.69125 1.99317 -6.31683 0.1 0.0 0.0
H 1.14760 0.34778 -6.83420 0.0 0.0 0.0
H -0.90464 0.50001 -5.87967 0.1 0.0 0.1
H -2.54678 -1.04256 -4.35399 0.1 0.0 0.0
H -1.82212 -2.94237 -2.87397 0.0 0.1 0.1
H -3.18186 -3.89586 -1.00649 0.0 0.1 0.0
H -5.06158 -2.87798 0.69132 0.1 0.1 0.0
H -5.34955 -1.69092 2.63630 0.0 0.0 0.0
H -5.42109 -0.02586 3.20951 0.0 -0.1 0.0
H -3.84994 -0.78302 2.87775 -0.1 0.0 0.0
H -6.70055 -1.37137 0.54560 0.0 0.0 0.0
H -6.39921 0.03354 -0.49391 0.0 0.0 0.1
H -7.06078 0.25262 1.13442 0.0 0.0 0.0
H -3.58805 1.49830 1.44618 0.0 0.0 0.0
H -5.30715 1.81032 1.75905 0.0 0.0 0.0
H -4.69417 1.73734 0.10111 0.0 0.0 0.1
H 0.27432 -4.13998 -3.04453 0.0 0.0 0.1
H 2.15122 -5.10212 -1.31831 -0.1 0.1 0.1
H 3.89362 -4.54207 -0.01563 0.0 0.0 0.0
H 4.25493 -4.01301 1.62567 0.0 0.0 -0.1
H 3.79121 -2.82322 0.39179 0.0 -0.1 0.0
H 2.03110 -6.12891 0.72780 0.0 0.0 0.0
H 0.77614 -5.54295 1.83366 0.1 0.0 0.0
H 2.44198 -5.74736 2.40252 0.0 0.0 -0.1
H 2.11694 -2.07379 2.23659 0.0 -0.2 0.0
H 2.57026 -3.49710 3.19876 0.0 0.0 0.0
H 0.87418 -3.19865 2.77887 0.1 0.0 0.0
I -0.30557 3.08414 -1.81618 -0.1 0.1 0.0
```
Positions in Å, forces in eV/Å.

As for the total charge: +1. As for the gap between HOMO and LUMO: 7.11 eV. The value obtained for the lowest unoccupied orbital energy is -2.8 eV. As for the HOMO energy: -9.942 eV.


Record 2
A 12-piece molecular cluster, C37H48BrNO39 overall, computed with ωB97M-V/def2-TZVPD.

Geometry as XYZ:
```
126
Properties=species:S:1:pos:R:3:forces:R:3
O -2.19479 0.19395 -3.45386 0.0 0.2 -0.3
N -1.21929 0.57461 -2.93894 -0.3 0.0 0.1
O -0.93817 -0.24262 -1.84539 0.3 -0.1 0.1
C 0.15534 0.15780 -1.03242 0.3 -0.6 0.5
O 1.06127 0.96557 -1.78154 -0.3 0.7 -0.1
C 1.52312 2.08305 -1.19282 0.2 -0.9 -0.5
O 1.75654 2.20838 -0.03225 -0.1 0.0 0.5
O 1.86287 3.03263 -2.09512 -0.2 0.2 -0.2
C 0.84753 3.43901 -3.02389 0.0 -0.2 -0.5
C -0.18518 4.21149 -2.21169 1.4 0.6 -0.8
O -1.04904 3.70621 -1.61483 -1.5 -0.9 0.9
Br 0.15089 6.09317 -2.08714 0.0 0.3 -0.1
H 0.65335 -0.77172 -0.72186 -0.2 0.5 -0.2
H -0.21392 0.70016 -0.15339 0.1 0.0 -0.3
H 1.32434 4.07540 -3.78073 -0.1 -0.3 0.4
H 0.34542 2.57512 -3.48708 0.2 0.2 0.2
C -4.33661 3.14275 -0.89080 0.1 0.0 0.0
C -3.99151 4.61851 -0.98537 0.0 0.0 0.0
O -5.26297 5.20614 -1.28175 0.0 0.0 0.0
C -6.23736 4.37441 -0.84575 0.0 0.0 0.0
O -7.39149 4.64742 -0.79333 0.0 0.0 0.0
O -5.70714 3.18399 -0.47762 0.0 -0.1 0.0
H -3.74985 2.59741 -0.15646 0.0 0.0 0.0
H -4.27524 2.63727 -1.85506 0.0 0.0 0.0
H -3.63209 5.02250 -0.03773 0.0 0.0 0.0
H -3.28302 4.85585 -1.77061 -0.1 0.0 -0.1
C -3.98539 -1.20765 1.32477 0.0 -0.1 -0.1
C -3.84155 -2.56847 1.98136 -0.1 0.1 0.1
O -2.56312 -3.00308 1.49735 0.0 -0.1 0.1
C -1.85115 -1.93313 1.12930 0.0 0.0 -0.2
O -0.70041 -1.95097 0.81183 0.0 0.1 0.2
O -2.61082 -0.81344 1.15247 0.0 0.0 0.0
H -4.50479 -0.47153 1.93095 0.1 0.0 0.0
H -4.45303 -1.27690 0.34282 0.0 0.0 0.0
H -3.78927 -2.51235 3.06973 0.0 0.0 0.0
H -4.61191 -3.27088 1.67916 0.1 0.0 -0.1
C 4.44356 5.30613 0.88358 -0.2 0.0 -0.1
C 3.21547 5.17443 -0.00008 0.1 -0.2 0.0
O 2.30993 6.11439 0.60055 0.0 0.1 0.0
C 3.02868 7.03615 1.26941 0.0 0.0 0.0
O 2.58583 8.03982 1.73786 0.0 -0.1 0.0
O 4.32239 6.66469 1.34862 0.1 0.0 0.1
H 5.38475 5.17295 0.36445 0.0 0.1 0.0
H 4.40841 4.63470 1.74102 0.0 0.0 0.0
H 3.40293 5.48797 -1.02839 0.0 0.0 0.0
H 2.76779 4.18085 0.00485 0.0 0.3 0.1
C 4.01508 -0.19977 0.25111 0.3 0.0 0.2
C 5.20419 -1.14600 0.21581 0.0 0.1 0.0
O 4.57890 -2.42767 0.32358 0.0 -0.1 0.0
C 3.29635 -2.32648 -0.09676 0.0 0.1 0.1
O 2.56505 -3.23885 -0.28330 0.0 0.0 0.0
O 2.96613 -1.01841 -0.27313 0.0 0.0 -0.1
H 4.15259 0.69607 -0.34766 -0.1 -0.1 -0.1
H 3.75513 0.09527 1.26913 0.0 0.0 0.0
H 5.74476 -1.09991 -0.73075 0.0 0.0 0.0
H 5.89709 -1.01022 1.04121 0.0 0.0 0.0
C 9.00902 5.96597 1.15556 0.0 0.1 0.0
C 9.95403 4.77791 1.10917 0.0 0.1 0.0
O 9.07730 3.68806 1.41617 0.0 -0.1 0.0
C 7.81332 4.04598 1.11612 0.2 0.1 0.1
O 6.87919 3.31065 1.12871 -0.1 -0.1 -0.1
O 7.75474 5.36264 0.80731 0.0 -0.1 0.0
H 9.24332 6.74675 0.43815 0.0 0.0 0.0
H 8.91988 6.39552 2.15353 0.0 0.0 0.0
H 10.37225 4.61739 0.11468 0.0 0.0 0.0
H 10.75308 4.81639 1.84324 0.0 0.0 0.0
C 0.25325 -0.09073 3.36084 0.1 0.1 0.0
C 1.50026 -0.86393 2.97561 -0.3 -0.1 -0.2
O 2.42565 -0.47050 3.99946 0.1 0.0 -0.1
C 1.72221 -0.07580 5.08473 0.0 0.0 0.0
O 2.19517 0.14417 6.15360 0.0 0.0 0.0
O 0.41062 0.03379 4.78229 -0.1 0.1 0.0
H -0.66955 -0.61059 3.13513 0.0 0.0 0.1
H 0.22803 0.91133 2.92791 0.0 0.0 0.0
H 1.34598 -1.94002 3.02151 0.0 0.0 0.0
H 1.88347 -0.59844 1.99478 0.0 0.1 0.1
C -3.79836 -5.30822 -1.41298 0.0 0.0 -0.1
C -4.79480 -5.39187 -2.55727 0.2 -0.1 0.0
O -5.97129 -4.79726 -1.97614 -0.1 0.0 -0.1
C -5.58846 -3.99299 -0.96882 0.0 0.0 0.1
O -6.29783 -3.23219 -0.38514 0.0 0.0 0.0
O -4.28125 -4.16371 -0.69272 0.1 0.0 0.1
H -2.77402 -5.13366 -1.72706 0.0 0.1 0.0
H -3.83815 -6.17298 -0.74966 0.0 0.0 0.0
H -4.48697 -4.80074 -3.41731 0.0 0.0 0.0
H -5.02488 -6.40304 -2.87785 0.0 0.0 0.0
C 2.77846 8.43522 5.45756 0.0 0.0 -0.1
C 3.71639 7.31950 5.03471 -0.1 0.0 -0.1
O 4.88850 7.60637 5.80576 0.1 0.0 0.0
C 4.52763 8.33076 6.89062 0.0 0.0 0.0
O 5.24309 8.58413 7.80434 0.0 0.0 0.0
O 3.23945 8.72638 6.78316 0.0 0.0 0.0
H 1.73178 8.14829 5.48809 0.0 0.0 0.1
H 2.89531 9.32549 4.83924 0.0 0.0 0.0
H 3.34577 6.33263 5.31770 0.0 0.0 0.0
H 3.95512 7.33720 3.97537 0.1 0.1 0.0
C -8.21936 -7.78947 -4.06784 0.0 -0.1 0.0
C -8.04859 -9.15360 -3.41830 0.0 0.1 0.0
O -6.84823 -9.63384 -4.03700 0.0 -0.1 0.0
C -6.13124 -8.57917 -4.47149 0.0 0.0 0.0
O -5.01525 -8.61854 -4.87622 0.0 0.0 0.0
O -6.86449 -7.44199 -4.38043 -0.1 0.1 0.0
H -8.64418 -7.03371 -3.41377 0.1 0.0 0.0
H -8.78888 -7.83987 -4.99674 0.0 0.0 0.0
H -7.88073 -9.08291 -2.34312 0.0 0.0 0.0
H -8.85984 -9.84660 -3.61912 0.0 0.0 -0.1
C 3.97445 -5.70424 3.61769 0.1 0.1 0.0
C 4.18071 -4.20670 3.78287 0.1 -0.1 0.0
O 2.94385 -3.68678 3.29124 0.0 0.1 0.0
C 1.98988 -4.64109 3.40657 0.0 0.1 0.0
O 0.82749 -4.44826 3.26142 0.0 0.0 0.0
O 2.55256 -5.82616 3.72895 0.0 -0.1 0.0
H 4.44839 -6.30562 4.38798 -0.1 0.0 0.0
H 4.27765 -6.05653 2.63100 0.0 0.0 0.0
H 4.29557 -3.90815 4.82575 0.0 0.0 0.0
H 4.99861 -3.80632 3.19044 0.0 0.0 -0.1
C -5.54368 -4.38782 -7.73489 0.0 0.0 0.0
C -5.62877 -5.05671 -6.37298 0.0 0.0 -0.1
O -4.37157 -4.69349 -5.79225 0.0 0.0 0.1
C -3.92783 -3.55776 -6.38509 0.1 0.0 0.0
O -3.01038 -2.91143 -6.00027 0.0 0.0 0.0
O -4.67876 -3.27768 -7.47299 0.0 0.0 -0.1
H -6.49461 -4.02081 -8.11025 0.0 0.1 0.0
H -5.07534 -5.02957 -8.48233 0.0 0.0 0.0
H -6.42945 -4.64876 -5.75336 0.0 0.0 0.0
H -5.71121 -6.13845 -6.40897 0.1 0.0 0.0
```
Positions in Å, forces in eV/Å.

As for the gap between HOMO and LUMO: 10.40 eV. The value obtained for the lowest unoccupied orbital energy is -0.2 eV. As for the HOMO energy: -10.570 eV.


Record 3
C37H48Cl2OP4W as an isolated structure, computed with ωB97M-V/def2-TZVPD.

Geometry as XYZ:
```
93
Properties=species:S:1:pos:R:3:forces:R:3
P -0.04925 -1.66058 -2.52835 0.4 -1.0 -3.0
C -1.08665 -2.99812 -3.30198 -0.4 -0.2 0.4
C -1.82201 -2.84734 -4.48931 0.1 -0.2 0.1
H -1.90007 -1.87320 -4.97320 0.1 -0.3 0.1
C -2.44828 -3.95302 -5.07846 0.2 0.0 0.4
H -2.98554 -3.82612 -6.01651 0.1 0.0 0.2
C -2.37784 -5.20885 -4.46896 0.2 0.3 0.2
H -2.85205 -6.07077 -4.93536 0.1 0.2 0.1
C -1.69840 -5.35487 -3.25222 0.0 0.3 -0.1
H -1.65300 -6.32535 -2.76297 0.0 0.2 -0.1
C -1.06783 -4.25533 -2.66380 -0.1 0.2 -0.5
H -0.54107 -4.36588 -1.71512 -0.1 -0.1 -0.2
C -0.58520 -0.23601 -3.57770 -0.3 0.4 0.3
C -1.77348 0.41632 -3.19062 0.3 0.1 -0.3
H -2.26348 0.12671 -2.25906 0.0 0.0 -0.2
C -2.33807 1.39907 -4.00395 0.1 -0.1 0.0
H -3.26193 1.88361 -3.69081 0.2 -0.1 -0.2
C -1.72696 1.74731 -5.21443 0.1 -0.2 0.2
H -2.18338 2.49620 -5.85793 0.1 -0.1 0.1
C -0.53169 1.12841 -5.59028 -0.1 0.0 0.3
H -0.04414 1.39746 -6.52568 -0.1 0.0 0.2
C 0.04383 0.15022 -4.77300 -0.1 0.0 0.1
H 0.97429 -0.32612 -5.08367 -0.3 0.1 0.1
C 1.55853 -2.04892 -3.37641 0.4 0.0 0.4
C 1.69215 -2.92519 -4.46715 -0.1 0.2 0.1
H 0.84052 -3.51459 -4.81080 0.2 0.2 0.1
C 2.91361 -3.03894 -5.13612 0.0 0.1 0.2
H 2.99179 -3.69851 -6.00122 0.0 0.2 0.3
C 4.02378 -2.31136 -4.70231 -0.2 0.1 0.2
H 4.97296 -2.39021 -5.23108 -0.2 0.0 0.2
C 3.91509 -1.48164 -3.57857 -0.2 -0.1 -0.1
H 4.78023 -0.92432 -3.22270 -0.2 -0.2 -0.1
C 2.69420 -1.35645 -2.91063 -0.1 -0.3 -0.4
H 2.60969 -0.71936 -2.02734 0.1 -0.1 -0.2
W -0.63302 0.17951 2.21698 0.3 -0.9 0.2
C 0.16127 2.13939 1.93879 0.2 0.4 -0.7
C 0.28735 2.64513 0.68850 0.3 0.1 0.7
H 0.41255 2.76528 2.80039 -0.1 -0.1 -0.3
C -0.05092 1.72871 -0.46287 0.5 0.5 -1.4
O 1.09049 1.69397 -1.36346 -1.0 -0.3 0.4
H 0.86473 1.14938 -2.14884 0.0 0.4 0.3
C -0.38907 0.37601 0.09291 0.7 -1.4 0.7
H -0.93604 2.12809 -1.00019 0.2 -0.3 0.1
C -0.26865 -0.90769 0.08211 -0.7 2.5 0.9
Cl -0.90183 1.12123 4.44281 0.0 -0.3 -0.4
Cl -1.40069 -1.99591 2.80682 -0.1 -0.3 0.0
P -3.06935 0.72409 2.25546 -0.4 0.2 0.5
C -3.96122 0.34017 3.78886 0.0 0.0 0.1
H -3.69748 1.06201 4.56942 0.0 -0.2 -0.2
H -3.69261 -0.66440 4.13272 0.0 0.2 -0.1
H -5.04125 0.38296 3.59564 0.2 0.0 0.0
C -3.34345 2.49068 1.97455 -0.2 0.2 -0.2
H -2.86572 2.79670 1.03609 -0.1 -0.1 0.1
H -2.89843 3.06556 2.79562 -0.1 -0.2 -0.1
H -4.42262 2.68795 1.91859 0.3 0.1 0.0
C -3.97888 -0.16305 0.96959 -0.1 0.0 -0.2
H -3.83847 -1.24271 1.10465 -0.1 0.2 0.0
H -3.60611 0.12622 -0.02090 -0.1 -0.1 0.2
H -5.04425 0.09391 1.05480 0.3 -0.1 -0.1
P 0.90495 4.33545 0.41847 -0.5 -1.3 0.0
C 0.64949 5.26952 1.92311 0.0 0.3 0.2
C -0.02588 5.05495 -0.93037 0.0 0.3 -0.1
H 1.26643 4.86289 2.73472 -0.1 0.1 -0.2
H -0.40776 5.23495 2.21950 0.3 0.0 -0.1
H 0.93696 6.31514 1.74260 0.0 -0.2 0.1
H -0.06936 4.34674 -1.76800 0.1 0.2 0.2
H 0.47775 5.97655 -1.25147 -0.2 -0.2 0.0
H -1.04321 5.29542 -0.59513 0.2 -0.1 -0.1
C 2.64179 4.23841 0.00536 0.3 0.2 -0.2
H 3.23960 4.19055 0.92474 -0.1 0.0 -0.2
H 2.92267 5.13064 -0.56954 0.1 -0.2 0.2
H 2.80430 3.33483 -0.59686 0.0 0.3 0.1
H -0.27969 -1.93119 -0.27666 0.1 0.2 0.8
C 2.90301 0.55834 3.16340 0.3 0.1 -0.3
P 1.55808 -0.64280 3.27210 -0.1 -0.2 1.2
C 2.18185 -2.12595 2.44922 0.2 -0.1 -0.2
C 1.48831 -1.09810 5.05422 -0.2 0.2 0.1
C 1.74771 -0.12978 6.04539 -0.1 -0.4 -0.1
C 1.68022 -0.47407 7.39752 0.0 0.0 -0.2
C 1.34675 -1.77850 7.77971 0.0 0.2 -0.4
C 1.06065 -2.73092 6.79892 0.0 0.1 0.0
C 1.11728 -2.39346 5.44566 0.1 0.2 0.0
H 2.92947 0.96588 2.14430 0.1 -0.1 0.2
H 3.85360 0.05315 3.38526 -0.2 0.3 0.0
H 2.74296 1.38516 3.86421 0.0 -0.2 -0.2
H 3.18329 -2.34721 2.84404 -0.3 -0.1 -0.1
H 1.50790 -2.97143 2.62212 0.2 0.2 -0.1
H 2.23803 -1.93266 1.37114 0.1 -0.1 0.2
H 1.99255 0.89447 5.76519 0.0 -0.3 0.2
H 1.88912 0.28655 8.15217 -0.1 -0.3 -0.2
H 1.30671 -2.04274 8.83552 0.0 0.0 -0.3
H 0.79025 -3.74814 7.08589 0.1 0.3 -0.1
H 0.86750 -3.14010 4.69221 0.1 0.1 0.3
```
Positions in Å, forces in eV/Å.

Its spin multiplicity is 3. As for the total charge: +2. The expectation value of S² is 2.03. As for the gap between HOMO and LUMO (spin up / spin down): 5.86 / 5.59 eV. The value obtained for the lowest unoccupied orbital energy (spin up / spin down) is -6.8 / -7.2 eV. As for the HOMO energy (spin up / spin down): -12.667 / -12.821 eV.


Maximum force per entry: 1.781, 2.003, 3.218 eV/A